{
  "formula": "C7H4NO2S",
  "method": "ωB97M-V/def2-TZVPD",
  "elements": ["C", "C", "C", "C", "C", "C", "C", "N", "O", "O", "S", "H", "H", "H", "H"],
  "positions_angstrom": [[1.3782, 0.6460, 0.0076], [0.2704, 1.0733, 0.8520], [2.3928, 1.2466, -0.5104], [-2.6760, 1.5869, -0.9588], [0.5212, -2.8795, -0.3224], [-0.7376, -1.0677, 0.9924], [-0.0183, -1.9279, 0.1855], [-0.6097, 0.2232, 1.1932], [-2.5554, 1.4706, -2.1142], [-2.8404, 1.7378, 0.1305], [3.8201, 1.6390, -1.0769], [1.4419, -0.4693, -0.0696], [0.1233, 2.0499, 1.0879], [1.0370, -3.6357, -0.9082], [-1.5476, -1.6932, 1.5113]],
  "atomic_forces_ev_per_a": [[-0.32, -0.50, 0.78], [1.52, -1.91, -2.06], [1.24, -0.45, -0.54], [0.66, -0.59, -5.16], [1.27, -1.45, -1.48], [-1.82, -0.94, 0.81], [0.33, -0.31, 0.25], [-2.09, -0.89, 1.80], [0.12, -0.11, 0.08], [-0.90, 0.76, 5.09], [-0.21, 0.46, -0.03], [0.12, 0.92, -0.31], [-0.19, 2.85, 0.71], [-0.53, 0.62, 0.50], [0.79, 1.53, -0.46]],
  "e_lumo_ev": 3.1942,
  "charge": -1,
  "orbital_gap_ev": 5.254,
  "de_lowest_kcal_mol": 54.5,
  "e_homo_ev": -2.0600
}

---

{
  "formula": "C5H10O",
  "method": "ωB97M-V/def2-TZVPD",
  "elements": ["C", "C", "C", "C", "O", "C", "H", "H", "H", "H", "H", "H", "H", "H", "H", "H"],
  "positions_angstrom": [[1.7561, -0.0645, -0.0226], [0.5763, 0.7959, -0.3369], [-0.4529, 0.3114, -1.2375], [-1.5008, -0.5357, -0.4239], [-0.8938, -1.2323, 0.6047], [-0.6809, -0.0988, 1.4321], [2.4149, -0.1914, -0.8923], [2.3618, 0.3549, 0.7882], [1.4169, -1.0716, 0.2693], [0.6884, 1.8695, -0.1986], [-0.9819, 1.0791, -1.8085], [-0.0212, -0.4196, -1.9376], [-2.1515, -1.1964, -1.0164], [-1.3952, 0.5911, 0.6474], [-1.4395, -0.1195, 2.2241], [0.3035, -0.0718, 1.9084]],
  "atomic_forces_ev_per_a": [[-0.01, -0.07, 0.08], [0.73, 0.47, -0.29], [-0.55, -0.40, -0.03], [0.12, -0.57, -0.86], [-0.06, 0.05, -0.09], [-0.86, 0.02, 0.55], [-0.09, 0.03, 0.08], [-0.08, -0.06, -0.13], [0.13, 0.16, -0.07], [-0.04, -0.17, 0.02], [0.10, -0.08, 0.09], [-0.03, 0.10, 0.02], [0.04, 0.18, 0.10], [0.64, 0.21, 0.74], [0.08, -0.06, 0.01], [-0.13, 0.19, -0.23]],
  "e_lumo_ev": [0.4011, 0.6948],
  "orbital_gap_ev": [7.759, 8.118],
  "de_lowest_kcal_mol": 139.4,
  "e_homo_ev": [-7.3582, -7.4236]
}

---

{
  "formula": "C3H10O3",
  "method": "ωB97M-V/def2-TZVPD",
  "elements": ["C", "O", "C", "C", "O", "H", "H", "H", "H", "H", "H", "H", "H", "H", "H", "O"],
  "positions_angstrom": [[-1.4405, -0.3680, 0.4353], [-2.1886, 0.2133, 1.4159], [-0.6475, 0.7461, -0.2276], [0.7598, 0.7153, -0.8263], [0.5401, 0.8408, -2.2524], [-2.1884, -0.9498, -0.1675], [-0.9070, -1.2504, 0.8383], [-1.7821, 1.0665, 1.7916], [-0.5623, 1.7052, 0.4411], [-1.2330, 1.1428, -1.1424], [1.4212, -0.0312, -0.4956], [1.4065, 1.6334, -0.5108], [0.5285, -0.0786, -2.5869], [1.6259, -1.4166, 1.1850], [3.0839, -1.6370, 0.5575], [2.4705, -1.8972, 1.3117]],
  "atomic_forces_ev_per_a": [[0.39, -1.39, -0.53], [-1.06, 2.44, 2.86], [-0.07, 3.02, -0.99], [-0.19, 2.76, -0.45], [1.39, -1.57, 0.12], [0.62, 1.08, -0.41], [0.88, 0.60, 0.12], [-0.70, -2.24, -1.08], [-0.74, -1.95, -0.53], [0.57, -0.56, 1.70], [0.54, -1.83, -0.15], [-1.58, -1.12, -0.62], [-0.04, 0.79, -0.07], [0.87, -0.37, -0.06], [-1.42, -0.39, 1.46], [0.55, 0.72, -1.35]],
  "e_lumo_ev": 0.5332,
  "smiles": "OCCCO.O",
  "orbital_gap_ev": 10.616,
  "de_lowest_kcal_mol": 46.8,
  "e_homo_ev": -10.0829
}

---

{
  "formula": "C16H39CrN3O7",
  "method": "ωB97M-V/def2-TZVPD",
  "elements": ["Cr", "C", "C", "O", "O", "H", "H", "H", "C", "C", "O", "O", "H", "H", "H", "C", "C", "C", "O", "C", "N", "H", "H", "H", "H", "H", "H", "H", "H", "H", "H", "H", "C", "C", "C", "O", "C", "N", "H", "H", "H", "H", "H", "H", "H", "H", "H", "H", "H", "C", "C", "C", "O", "C", "N", "H", "H", "H", "H", "H", "H", "H", "H", "H", "H", "H"],
  "positions_angstrom": [[5.4428, 20.1519, 24.6149], [4.6534, 23.9722, 24.1214], [4.9012, 22.6099, 24.7076], [3.9465, 21.7678, 24.6554], [6.0193, 22.1124, 24.9807], [4.5139, 23.8149, 23.0536], [5.5180, 24.6333, 24.1720], [3.7657, 24.4876, 24.4782], [8.7708, 17.7141, 24.6024], [7.5347, 18.5511, 24.7599], [7.5220, 19.8088, 24.9721], [6.3543, 18.1292, 24.5653], [8.5355, 16.7317, 25.0129], [9.6768, 18.0953, 25.0615], [8.9586, 17.5773, 23.5371], [6.3176, 21.1217, 28.1699], [5.9292, 19.7180, 27.7873], [5.3727, 18.9978, 29.0246], [5.0768, 17.6391, 28.6964], [6.2101, 16.7760, 28.7303], [4.9765, 19.6431, 26.6706], [7.0516, 21.5422, 27.4696], [6.9658, 21.2194, 29.0452], [5.4518, 21.7770, 28.2790], [6.8459, 19.2063, 27.4873], [4.4303, 19.3929, 29.4173], [6.0472, 18.9620, 29.8875], [6.9351, 16.9607, 27.9400], [5.8347, 15.7573, 28.6337], [6.5930, 16.8136, 29.7536], [4.5685, 18.7023, 26.7400], [4.1806, 20.1927, 27.0209], [2.0556, 19.9363, 22.7008], [2.3349, 19.3188, 24.0689], [1.3317, 18.2416, 24.4215], [1.6083, 17.9094, 25.7704], [0.6416, 17.0487, 26.3409], [3.7348, 18.8387, 24.1573], [2.0180, 19.0677, 22.0245], [2.8306, 20.6117, 22.3463], [1.0987, 20.4366, 22.5777], [2.1879, 20.1246, 24.7922], [1.4405, 17.3963, 23.7255], [0.3006, 18.5752, 24.2786], [-0.3440, 17.5090, 26.4366], [1.0451, 16.7744, 27.3152], [0.5049, 16.0993, 25.8114], [3.7802, 18.2647, 23.3056], [3.7870, 18.0762, 24.8397], [7.9528, 19.9494, 21.7406], [6.9794, 21.0770, 22.0901], [6.7397, 21.9697, 20.8661], [6.1133, 23.1416, 21.3145], [5.5381, 23.9109, 20.2897], [5.6603, 20.4231, 22.5424], [7.9205, 19.6446, 20.6901], [7.6779, 19.0268, 22.2651], [8.9879, 20.0477, 22.0664], [7.4054, 21.6552, 22.9074], [6.1457, 21.3783, 20.1573], [7.7374, 22.1646, 20.4622], [6.1608, 24.1324, 19.4218], [5.1808, 24.8357, 20.7517], [4.5885, 23.5067, 19.9021], [5.7126, 19.5349, 22.0381], [4.9985, 20.9129, 21.9355]],
  "atomic_forces_ev_per_a": [[-1.30, 1.63, 1.08], [0.66, 0.47, 0.08], [-0.95, -0.63, -1.28], [-0.09, -0.95, 0.05], [1.32, 0.09, 0.18], [-0.12, -0.27, -0.05], [0.02, -0.12, 0.38], [-0.03, -0.27, 0.30], [-0.51, -0.45, 0.30], [-1.57, 1.82, -0.35], [1.44, 0.17, 0.08], [0.24, -2.03, -0.40], [0.15, -0.06, -0.07], [-0.20, 0.34, 0.11], [-0.07, 0.03, -0.03], [1.06, 1.02, -0.59], [1.20, -0.18, 1.46], [-0.21, -1.35, -0.08], [-0.19, 0.00, -0.53], [-0.93, -0.32, 0.78], [-1.00, 0.33, 0.39], [-0.79, 0.08, -0.60], [-0.66, -0.66, 0.54], [0.10, 0.10, 0.00], [-0.13, -0.14, -0.08], [0.01, 0.36, -0.39], [0.36, 0.52, -0.31], [0.21, 0.21, 0.13], [-0.09, 0.07, -0.31], [0.69, 0.16, -0.23], [0.42, -0.09, -0.28], [0.08, 0.28, -0.61], [0.26, -1.34, -0.63], [-0.91, 1.96, 0.53], [0.44, -0.03, -0.02], [-0.36, -0.29, -0.62], [0.20, -0.62, 0.54], [-0.39, -1.29, -0.77], [0.06, 0.32, -0.38], [0.07, 0.04, 0.26], [-0.06, 0.03, 0.49], [0.27, -0.18, 0.21], [0.16, -0.31, 0.26], [-0.01, 0.34, 0.20], [0.09, 0.25, 0.04], [-0.27, 0.17, 0.11], [0.20, 0.17, -0.37], [0.79, 0.32, -0.03], [-0.14, 0.36, 0.30], [-0.02, -1.18, 0.22], [0.54, -0.59, -0.08], [0.59, -0.61, 1.28], [-0.10, -0.31, -0.40], [-1.46, 0.83, -0.13], [1.18, 0.58, -1.54], [0.08, 0.38, -0.09], [-0.27, 0.15, 0.05], [-0.02, 0.72, -0.27], [-0.36, 0.12, 0.07], [-0.08, 0.31, -0.30], [-0.13, 0.20, -0.38], [0.42, -0.08, 0.27], [0.54, 0.12, -0.05], [0.31, -0.60, 0.02], [-0.16, -0.29, 0.57], [-0.61, 0.22, 0.99]],
  "e_lumo_ev": [-3.2905, -2.2547],
  "s_squared": 3.779,
  "charge": 1,
  "orbital_gap_ev": [8.605, 10.258],
  "de_lowest_kcal_mol": 0.0,
  "e_homo_ev": [-11.8959, -12.5125],
  "spin_multiplicity": 4
}

---

Number 1: E_tot -872.463783 Eh. Number 2: E_tot -271.530414 Eh. Number 3: E_tot -345.939913 Eh. Number 4: E_tot -2368.320277 Eh.